Entry 1:
ORCA calculation (ωB97M-V/def2-TZVPD) on a structure of composition C19H28IrN3O2Sb2.

Geometry as ORCA input:
```
! RIJCOSX wB97M-V def2-TZVPD def2/J DEFGRID3
* xyz 3 2
H 2.252 0.768 -3.315
C 2.539 0.948 -2.280
C -0.663 -1.556 -2.831
C 3.877 1.183 1.291
C 0.608 3.629 -2.001
H 5.780 0.421 1.918
H 0.529 -2.817 -4.088
H -2.866 -2.250 1.980
C -0.273 -3.802 -2.256
C 2.500 1.244 1.517
H -4.015 0.514 -3.000
H -0.632 -3.984 3.137
H 0.116 3.581 -2.971
C -3.747 2.283 -0.436
C 0.049 -3.164 3.360
H 0.879 2.685 1.293
H 1.607 4.049 -2.119
H -2.647 -0.623 1.288
H 4.308 1.797 0.506
O -0.791 -0.391 -3.285
H -0.967 -4.641 -2.288
C 1.946 0.465 2.547
H -1.185 -3.131 -4.161
H -0.152 1.059 2.271
H 4.816 -0.908 3.773
H -3.184 2.648 0.410
H 1.077 -3.514 3.350
H 0.724 -4.221 -2.112
C 2.810 -0.286 3.358
C 4.172 -0.313 3.138
N -3.219 1.348 -1.269
C 4.711 0.422 2.089
Sb -0.229 -1.697 1.857
Ir -1.411 0.356 -1.338
H 2.388 -0.859 4.178
H -2.496 -0.878 3.049
H -0.204 -2.710 4.318
N -4.170 1.143 -2.227
H -6.111 1.850 -2.640
C -5.246 1.888 -1.993
Sb 0.866 1.683 -1.217
C -0.583 -2.922 -1.061
C -2.318 -1.313 2.065
H 0.214 0.142 3.800
H 2.921 0.034 -1.831
O -0.601 -3.271 0.105
C -5.011 2.639 -0.845
H 2.365 3.032 0.359
H -5.676 3.348 -0.381
C 0.513 0.364 2.773
H 0.014 4.234 -1.319
C 1.717 2.245 0.758
H 3.282 1.745 -2.238
C -0.374 -2.867 -3.479
N -0.812 -1.631 -1.509
*
```

Values from the calculation:
Energy above the lowest of the compared OMol25 structures with the same formula, charge and spin ... 60.3 kcal per mole
Frontier orbital gap (alpha / beta) ... 0.1628 / 0.1794 hartree
⟨S²⟩ ... 0.885

Results of the natural (NBO) charge analysis, in e, for atoms 1 through 6: atom 1 (H): 0.27, atom 2 (C): -0.97, atom 3 (C): 0.70, atom 4 (C): -0.18, atom 5 (C): -0.98, atom 6 (H): 0.25



Entry 2:
ORCA calculation (ωB97M-V/def2-TZVPD) on the ion C2H4NO with charge +1.

Geometry as ORCA input:
```
! RIJCOSX wB97M-V def2-TZVPD def2/J DEFGRID3
* xyz 1 3
H 0.326 -0.124 -1.078
C 0.259 -0.274 -0.045
H 0.785 0.523 0.325
C -1.226 -0.008 0.315
O -2.826 -1.756 0.486
H 0.637 -1.143 0.526
N -2.142 -0.909 0.242
H -1.452 0.987 0.769
*
```

Values from the calculation:
Energy above the lowest of the compared OMol25 structures with the same formula, charge and spin ... 14.9 kcal per mole
Frontier orbital gap (alpha / beta) ... 0.3415 / 0.3535 hartree
⟨S²⟩ ... 2.012

Results of the natural (NBO) charge analysis, in e, for atoms 1 through 6: atom 1 (H): 0.29, atom 2 (C): -0.68, atom 3 (H): 0.26, atom 4 (C): 0.29, atom 5 (O): 0.10, atom 6 (H): 0.29



Entry 3:
ORCA calculation (ωB97M-V/def2-TZVPD) on a cluster of 2 separate species, C3H8O2Si in total.

Geometry as ORCA input:
```
! RIJCOSX wB97M-V def2-TZVPD def2/J DEFGRID3
* xyz 0 1
H -0.413 1.868 0.156
O -1.396 -2.504 0.177
H -2.756 0.577 -0.421
H 3.214 1.331 0.508
H -1.413 0.588 -1.714
Si -1.084 -0.970 0.527
C 2.211 0.961 0.311
C 1.766 -0.286 0.277
O -1.411 1.641 0.238
H -1.711 -3.385 0.618
H -1.611 -0.360 1.795
H 2.227 -1.148 0.630
C -1.690 0.486 -0.561
H 1.606 1.769 -0.272
*
```

Values from the calculation:
Energy above the lowest of the compared OMol25 structures with the same formula, charge and spin ... 144.0 kcal per mole
Frontier orbital gap ... 0.2884 hartree

Results of the natural (NBO) charge analysis, in e, for atoms 1 through 6: atom 1 (H): 0.48, atom 2 (O): -1.15, atom 3 (H): 0.21, atom 4 (H): 0.20, atom 5 (H): 0.20, atom 6 (Si): 1.53



| no. | energy (eV) | largest force on an atom (eV Å⁻¹) |
| --- | --- | --- |
| 1 | -44606.021 | 2.260 |
| 2 | -5662.717 | 6.582 |
| 3 | -15209.018 | 3.759 |